This record from OMol25 describes a structure of composition C22H38Br2ClIrN2O9SSi. The level of theory is ωB97M-V/def2-TZVPD.

Geometry as XYZ:
```
77
Properties=species:S:1:pos:R:3:forces:R:3
Ir 0.58522 0.07688 0.39945 -0.2 0.3 0.3
C -0.70570 1.63642 -4.74835 0.0 0.0 0.0
C 0.14527 0.84140 -3.77295 0.0 0.0 0.0
C 0.03586 -0.64801 -4.03923 0.0 0.0 0.0
C 1.58689 1.32557 -3.79506 0.0 0.0 0.0
O -0.37516 1.01955 -2.40763 0.0 0.0 0.0
Si -0.91301 2.35622 -1.68341 0.0 0.0 0.0
S -1.23895 1.60148 0.36689 0.1 -0.1 -0.1
O 0.26857 3.43497 -1.45825 0.0 0.0 0.0
C 0.24816 4.89356 -1.35109 0.0 0.0 0.0
C -0.06243 5.46554 -2.72477 0.0 0.0 0.0
C -0.78992 5.30841 -0.32008 0.0 0.0 0.0
C 1.64712 5.27819 -0.90242 0.0 0.0 0.0
O -2.25789 3.02165 -2.23630 0.0 0.0 0.0
C -3.65028 2.59561 -2.33556 0.0 0.0 0.0
C -4.17455 3.19731 -3.62700 0.0 0.0 0.0
C -3.73031 1.07631 -2.36642 0.0 0.0 0.0
C -4.37864 3.16389 -1.12900 0.0 0.0 0.0
H -0.33489 1.47629 -5.76118 0.0 0.0 0.0
H -0.65881 2.70875 -4.54180 0.0 0.0 0.0
H -1.74777 1.31635 -4.71303 0.0 0.0 0.0
H 0.49665 -0.90114 -4.99390 0.0 0.0 0.0
H -1.01144 -0.95440 -4.06428 0.0 0.0 0.0
H 0.53540 -1.20642 -3.24802 0.0 0.0 0.0
H 2.04055 1.09071 -4.75893 0.0 0.0 0.0
H 2.16242 0.83720 -3.01117 0.0 0.0 0.0
H 1.63478 2.40494 -3.64227 0.0 0.0 0.0
H -1.05515 5.15859 -3.05441 0.0 0.0 0.0
H 0.67687 5.12746 -3.45244 0.0 0.0 0.0
H -0.03350 6.55496 -2.69110 0.0 0.0 0.0
H -1.79280 5.02304 -0.63848 0.0 0.0 0.0
H -0.77254 6.39036 -0.18745 0.0 0.0 0.0
H -0.57602 4.84739 0.64705 0.0 0.0 0.0
H 2.39027 4.90319 -1.60746 0.0 0.0 0.0
H 1.85694 4.87638 0.09143 0.0 0.0 0.0
H 1.74255 6.36233 -0.84823 0.0 0.0 0.0
H -3.63749 2.79714 -4.48708 0.0 0.0 0.0
H -4.05490 4.28059 -3.61436 0.0 0.0 0.0
H -5.23386 2.96791 -3.74379 0.0 0.0 0.0
H -3.13218 0.66764 -3.18238 0.0 0.0 0.0
H -4.76477 0.76505 -2.51183 0.0 0.0 0.0
H -3.38884 0.63757 -1.42422 0.0 0.0 0.0
H -4.30092 4.25129 -1.11442 0.0 0.0 0.0
H -3.96446 2.76839 -0.19968 0.0 0.0 0.0
H -5.43493 2.89662 -1.16894 0.0 0.0 0.0
Br -1.38098 -1.80769 -0.79085 0.0 -0.1 -0.1
C -1.27712 -3.29901 0.45477 0.0 0.1 0.0
Br 0.49648 -3.53312 1.12611 0.0 0.0 0.0
H -1.57504 -4.17913 -0.09935 0.0 0.0 0.0
H -1.93466 -3.05555 1.27815 0.0 0.0 0.0
N 2.23149 1.69003 0.81033 -0.1 0.0 0.0
H 2.04434 2.11241 1.71422 0.0 0.0 0.0
H 2.27187 2.41782 0.10205 0.0 0.0 0.0
H 3.11788 1.19679 0.86612 0.0 0.0 0.0
O 3.02937 -1.23778 0.69215 0.0 0.0 0.1
C 2.83665 -1.26940 -0.51069 0.0 0.2 -0.1
O 1.79488 -0.63217 -1.03989 0.1 -0.2 -0.2
C 3.73204 -1.95295 -1.47637 0.0 0.0 0.0
C 4.82261 -2.67294 -0.99332 0.0 0.0 0.0
C 5.67432 -3.31933 -1.87433 0.0 0.0 0.0
C 5.45011 -3.24674 -3.24221 0.0 0.0 0.0
C 4.36387 -2.52062 -3.69457 0.0 0.0 0.0
C 3.49447 -1.87487 -2.84128 0.0 0.0 0.0
N 4.11646 -2.42007 -5.14852 0.0 0.0 0.0
O 4.86841 -3.01426 -5.88636 0.0 0.0 0.0
O 3.17169 -1.74273 -5.50804 0.0 0.0 0.0
H 4.98639 -2.71974 0.07493 0.0 0.0 0.0
H 6.51813 -3.88124 -1.49946 0.0 0.0 0.0
H 6.09873 -3.73686 -3.95343 0.0 0.0 0.0
H 2.65890 -1.32617 -3.24195 0.0 0.0 0.0
Cl 1.09488 -1.87946 4.79003 0.0 0.0 0.0
C -0.28441 -0.79032 4.51354 0.0 0.1 0.1
C -0.50974 -0.62134 3.02927 0.1 -0.3 -0.1
O -1.50741 -1.00317 2.46181 -0.1 0.1 0.0
O 0.51539 -0.06613 2.39687 0.1 0.0 0.2
H -0.05123 0.16762 4.97191 0.0 0.0 0.0
H -1.16864 -1.22607 4.96488 0.0 0.0 0.0
```
Forces are in eV/Å.

Summary:
2S+1: 6
Expectation value of S²: 8.763
DFT total energy, Ha: -8047.8279
Energy relative to the best compared isomer or geometry (same formula, charge and spin), kcal/mol: 2.22
Net charge: +1
Highest occupied orbital energy (alpha / beta), eV: -12.03 / -12.57
Maximum force, eV/Å: 0.50
Molar mass, g/mol: 922.18